Formula: C23H21N3O4
Source: OMol25
Level of theory: the ωB97M-V functional and the def2-TZVPD basis

Calculated values
LUMO = 0.014 Eh
structure (SMILES) = CN(Cc1cn(-c2ccccc2)nc1-c1cc2ccccc2o1)C(=O)CCC(=O)O
maximum force = 1.47 eV/A
ΔE to the lowest compared entry with this formula, charge and spin = 23.3 kcal per mole
total energy = -1354.3218 hartree

```
51
Properties=species:S:1:pos:R:3:forces:R:3:mulliken_charge:R:1
C 2.4308 0.6906 -1.6562 0.24 -0.02 0.20 -1.002
N 1.1518 1.0608 -2.2079 0.01 -0.28 -0.22 0.214
C 0.2240 -0.0267 -2.5228 -0.26 0.16 -0.15 -1.886
C -0.6995 -0.2020 -1.3626 -0.15 -0.17 0.18 0.719
C -1.8426 0.5275 -1.1267 0.18 -0.29 -0.02 -0.853
N -2.2723 0.2195 0.1162 0.60 -0.12 -0.73 0.993
C -3.3843 0.7320 0.7930 -0.68 0.24 0.55 0.808
C -3.9231 0.0044 1.8493 0.12 -0.04 -0.14 -0.405
C -5.0209 0.4957 2.5294 -0.01 0.07 -0.02 -0.662
C -5.5831 1.7073 2.1614 -0.07 0.05 0.05 -0.366
C -5.0344 2.4347 1.1178 -0.07 -0.04 0.01 -0.897
C -3.9335 1.9569 0.4311 0.17 -0.17 -0.02 -0.131
N -1.4727 -0.6709 0.7046 0.43 -0.49 0.53 -1.060
C -0.5066 -0.9470 -0.1713 -0.78 0.66 -0.64 -0.292
C 0.5312 -1.8833 0.1636 0.12 -0.62 1.33 1.247
C 0.7532 -2.5389 1.3411 -0.25 0.47 -0.66 -1.252
C 1.9098 -3.3425 1.1402 0.37 -0.02 -0.63 1.027
C 2.6475 -4.2297 1.9227 -0.09 0.10 -0.08 -0.796
C 3.7468 -4.8379 1.3577 0.10 -0.11 0.09 -0.557
C 4.1243 -4.5823 0.0381 0.03 0.00 -0.02 -0.445
C 3.4116 -3.7080 -0.7592 -0.19 0.22 -0.19 -1.072
C 2.3062 -3.0972 -0.1916 0.29 -0.58 0.92 0.348
O 1.4662 -2.2118 -0.7762 -0.15 0.23 -0.39 -0.333
C 0.6363 2.3128 -2.2296 0.44 0.42 -0.22 0.783
O -0.4395 2.5449 -2.7496 -0.38 0.08 -0.06 -0.669
C 1.4321 3.4396 -1.5785 -0.26 0.04 0.02 -1.103
C 1.6105 3.2548 -0.0601 0.02 -0.10 -0.02 -0.506
C 0.4331 2.5290 0.5566 0.02 0.01 0.28 0.617
O -0.7143 2.8746 0.5100 -0.18 0.25 -0.14 -0.560
O 0.8305 1.4181 1.1910 0.42 -0.32 0.27 -0.508
H 3.1528 1.4917 -1.7990 0.03 -0.01 0.02 0.359
H 2.3631 0.4479 -0.5919 0.08 -0.03 -0.02 0.258
H 2.7938 -0.1924 -2.1827 0.03 0.07 0.02 0.325
H 0.7941 -0.9320 -2.7242 -0.04 0.13 -0.04 0.653
H -0.3488 0.2652 -3.4063 0.13 -0.14 0.07 0.487
H -2.3394 1.2269 -1.7646 -0.13 0.18 -0.08 0.462
H -3.4683 -0.9359 2.1182 0.00 -0.06 0.02 0.420
H -5.4407 -0.0703 3.3474 -0.03 -0.05 0.06 0.370
H -6.4428 2.0878 2.6922 -0.07 0.04 0.04 0.382
H -5.4612 3.3866 0.8403 -0.02 0.08 -0.03 0.360
H -3.4842 2.5427 -0.3540 0.08 0.08 -0.08 0.345
H 0.1588 -2.4522 2.2263 -0.19 0.07 0.18 0.621
H 2.3579 -4.4303 2.9427 -0.01 -0.04 0.11 0.435
H 4.3340 -5.5295 1.9435 0.04 -0.05 0.05 0.381
H 4.9924 -5.0795 -0.3673 0.06 -0.03 -0.05 0.392
H 3.6968 -3.5083 -1.7801 0.04 0.01 -0.12 0.430
H 2.4064 3.5551 -2.0555 0.00 0.02 0.02 0.356
H 0.8488 4.3416 -1.7677 0.07 -0.13 -0.06 0.422
H 2.5138 2.6961 0.1788 -0.02 0.09 -0.01 0.322
H 1.6770 4.2385 0.4090 0.01 -0.08 0.03 0.423
H 0.0766 0.9253 1.5630 -0.14 0.21 -0.20 0.393
```
Positions in Å, forces in eV/Å.